Record 1
Entry from OMol25: a single CH3NO molecule in a non-equilibrium geometry (ωB97M-V/def2-TZVPD).

The calculation puts the HOMO-LUMO gap at 9.6 eV. The calculation puts the maximum force at 3.87 eV Å⁻¹. Its SMILES is C=NO. The value obtained for the LUMO energy is -0.115 eV. The HOMO energy comes out at -9.708 eV. As for the energy above the lowest of the compared OMol25 structures with the same formula, charge and spin: 461.8 kJ/mol.

```
6
Properties=species:S:1:pos:R:3:nbo_charge:R:1
O -1.51872 -0.03284 0.17900 -0.45
N -0.49250 -0.83564 0.16606 0.05
C 0.56155 -0.09481 -0.16366 -0.44
H 0.81217 0.71666 0.52275 0.23
H -0.79894 0.86225 -0.16714 0.40
H 1.43645 -0.61562 -0.53701 0.21
```

Record 2
Entry from OMol25: a single C23H23N3O5 molecule in a non-equilibrium geometry (ωB97M-V/def2-TZVPD).

The calculation puts the HOMO-LUMO gap at 8.6 eV. The calculation puts the maximum force at 1.60 eV Å⁻¹. Its SMILES is CCOC(=O)c1ccc(N2C(=O)c3n[nH]c(C)c3[C@@H]2c2ccc(OC)c(OC)c2)cc1. The value obtained for the LUMO energy is 0.480 eV. The HOMO energy comes out at -8.139 eV. As for the energy above the lowest of the compared OMol25 structures with the same formula, charge and spin: 353.2 kJ/mol.

```
54
Properties=species:S:1:pos:R:3:nbo_charge:R:1
O 1.88196 -3.45136 3.74714 -0.51
O -3.76637 -2.01176 0.27248 -0.57
O 2.35723 -1.38083 4.47939 -0.61
O 2.52669 2.55014 -1.15020 -0.49
O 2.68130 1.14931 -3.31782 -0.48
N -2.31495 -0.21322 0.27264 -0.45
N -5.17444 1.19916 -2.40530 -0.31
N -5.22356 0.01961 -1.78922 -0.21
C -0.77606 0.35267 -2.32176 -0.16
C 2.83588 0.40113 -4.49808 -0.25
C 1.49030 1.08975 -2.66605 0.25
C 0.21889 1.88162 -0.77052 -0.30
C 0.34935 -0.30633 2.81184 -0.14
C -3.44885 -0.91386 -0.11721 0.66
C -2.14954 1.10485 -0.36722 -0.05
C -4.13154 -0.00771 -1.04821 0.00
C -4.07717 1.94846 -2.09089 0.16
C -0.87587 1.12613 -1.18113 -0.07
C -1.34052 -0.70333 1.14395 0.27
C -1.05205 -2.06839 1.19869 -0.27
C -0.07410 -2.54307 2.04688 -0.09
C 1.71113 -2.12130 3.77469 0.78
C -0.62964 0.17076 1.96969 -0.27
C -3.82903 3.29027 -2.67223 -0.65
C 0.39545 0.34226 -3.06414 -0.30
C -3.38050 1.17737 -1.19566 -0.12
C 4.27710 -3.86205 3.94707 -0.63
C 2.90184 -3.98426 4.58877 -0.07
C 2.55525 3.22400 0.08389 -0.25
C 0.64399 -1.66712 2.85773 -0.21
C 1.40209 1.86563 -1.48715 0.34
H 5.02024 -4.33303 4.58417 0.21
H 2.12500 0.71439 -5.27012 0.17
H 0.14645 -3.59822 2.08034 0.22
H 2.62782 -5.03086 4.73804 0.19
H 0.44200 -0.26546 -3.95315 0.22
H 1.84222 4.05531 0.10837 0.17
H -1.61259 -0.24993 -2.64180 0.21
H 0.13777 2.48545 0.11902 0.22
H -4.54731 4.01558 -2.28954 0.23
H -2.13106 1.89708 0.39073 0.21
H 2.88540 -3.45336 5.54668 0.20
H 3.56565 3.61816 0.17850 0.20
H 3.84966 0.60153 -4.84077 0.20
H 2.35236 2.54339 0.91730 0.18
H -0.85660 1.22464 1.97315 0.21
H 0.89936 0.36266 3.45680 0.23
H 2.72219 -0.67221 -4.31386 0.18
H -3.91992 3.26103 -3.75700 0.23
H -5.91682 1.45679 -3.03766 0.41
H -2.82684 3.62004 -2.41325 0.24
H 4.53369 -2.81302 3.82163 0.22
H -1.60547 -2.75197 0.57693 0.25
H 4.28256 -4.34648 2.97344 0.21
```

Record 3
Entry from OMol25: a 3-piece molecular cluster, C4H12N3 overall in a non-equilibrium geometry (ωB97M-V/def2-TZVPD).

The calculation puts the HOMO-LUMO gap at 9.4 eV. The calculation puts the maximum force at 6.42 eV Å⁻¹. The value obtained for the LUMO energy is -3.999 eV. The HOMO energy comes out at -13.418 eV. As for the total charge: +1. As for the energy above the lowest of the compared OMol25 structures with the same formula, charge and spin: 289.9 kJ/mol.

```
19
Properties=species:S:1:pos:R:3:nbo_charge:R:1
N -0.47201 1.52661 0.00087 -0.45
N 0.59574 -2.52695 1.69292 -1.08
N -1.71947 3.67594 0.33700 -1.01
C 1.96064 -0.58950 -1.18537 -0.23
C 0.10774 0.52576 -0.29716 0.59
C 0.65743 -0.67004 -0.82057 -0.17
C -0.32648 -1.76410 -1.11676 -0.63
H -0.88312 2.53198 0.37913 0.46
H 2.34367 -1.56394 -1.67260 0.23
H -1.04677 -1.33430 -1.76570 0.23
H -1.38496 4.54277 -0.05506 0.41
H 0.58346 -3.35000 2.25339 0.37
H 0.27488 -2.51795 -1.60623 0.24
H -2.56740 3.73949 -0.10853 0.40
H 0.47301 -1.81076 2.44696 0.36
H 1.53649 -2.44690 1.34682 0.36
H -1.89652 3.80923 1.37734 0.41
H -0.81593 -2.04841 -0.08735 0.29
H 2.57958 0.27108 -1.11910 0.23
```

Record 4
Entry from OMol25: C19H26N6O3 as an isolated structure in a non-equilibrium geometry (ωB97M-V/def2-TZVPD).

The calculation puts the HOMO-LUMO gap at 8.0 eV. The calculation puts the maximum force at 18.15 eV Å⁻¹. The value obtained for the LUMO energy is 0.525 eV. The HOMO energy comes out at -7.443 eV. As for the energy above the lowest of the compared OMol25 structures with the same formula, charge and spin: 1663.2 kJ/mol.

```
54
Properties=species:S:1:pos:R:3:nbo_charge:R:1
O 2.44887 -0.61549 -0.52989 -0.64
O 0.84583 -2.78407 2.20997 -0.52
O 2.47550 1.39930 -1.45033 -0.50
N -2.30000 2.38721 2.72301 -0.49
N -1.51734 1.65196 -0.83624 -0.45
N -2.34328 1.97834 5.01968 -0.76
N -1.45937 -1.67859 2.50228 -0.61
N -1.87037 0.21646 3.83391 -0.57
N -1.86707 0.34417 1.46088 -0.57
C -2.38542 1.40942 3.86551 0.54
C -1.80758 -2.69619 -1.03237 -0.28
C -1.31068 1.19551 -3.04217 -0.42
C -1.03568 -2.17757 1.27579 0.20
C 4.76684 0.51126 -2.11195 -0.56
C 0.18233 0.78409 -2.89442 -0.42
C 0.32617 -3.57354 -0.10382 -0.23
C -2.26506 1.86190 1.55526 0.48
C -0.24826 1.77689 -0.59471 -0.17
C 3.91720 1.20649 -0.95355 -0.07
C 2.15164 -3.33786 1.99729 -0.27
C 1.92185 0.32636 -1.04885 0.81
C -1.67264 2.05379 -2.04669 -0.16
C -0.57493 -3.16612 -1.29670 -0.23
C -2.22149 -2.36050 0.03576 -0.20
C 0.34427 0.42724 -1.41540 -0.29
C -1.90945 -0.33326 2.44829 0.59
C -2.12557 2.56737 0.30928 -0.30
C 0.15142 -2.78163 1.04995 0.18
H -1.94017 0.41546 -2.80106 0.22
H -2.56688 -2.68444 -2.00994 0.20
H 5.62206 0.38666 -1.91329 0.16
H 1.30874 -3.85859 -0.35229 0.21
H -2.82530 -1.50644 0.41680 0.25
H 2.61293 -2.52770 1.10278 0.20
H 4.26808 2.13360 -0.81314 0.17
H 0.45470 -0.09583 -3.45316 0.21
H 0.04680 1.34969 0.65098 0.19
H 2.66725 -3.02428 2.97521 0.21
H 0.35603 2.53717 -0.79891 0.18
H -2.56199 3.21856 5.16873 0.41
H -0.20225 -0.46168 -1.07681 0.25
H -2.04491 1.54143 5.89658 0.42
H -1.36440 3.26752 -2.23085 0.10
H -0.23371 -3.94566 -2.05350 0.22
H -3.26617 2.75257 -0.09870 0.23
H 4.56897 1.11909 -3.05839 0.20
H -1.47419 1.59495 -4.03578 0.22
H 0.94806 1.66547 -3.08818 0.21
H 4.11298 0.65223 -0.11001 0.21
H -1.77427 3.54145 0.45353 0.23
H -1.07419 -2.04334 3.26674 0.41
H 2.20606 -4.31710 1.65355 0.18
H -2.79665 2.30015 -2.33211 0.20
H 4.33466 -0.60386 -2.28858 0.21
```

Record 5
Entry from OMol25: a single C9H8Br2Si molecule in a non-equilibrium geometry (ωB97M-V/def2-TZVPD).

The calculation puts the HOMO-LUMO gap at 9.3 eV. The calculation puts the maximum force at 3.75 eV Å⁻¹. Its SMILES is Br[SiH](Br)C#CCc1ccccc1. The value obtained for the LUMO energy is -0.173 eV. The HOMO energy comes out at -9.432 eV. As for the energy above the lowest of the compared OMol25 structures with the same formula, charge and spin: 0.0 kJ/mol.

```
20
Properties=species:S:1:pos:R:3:nbo_charge:R:1
Br 3.71264 -3.01147 1.95154 -0.23
Br 2.55864 0.06244 4.05356 -0.42
Si 2.10474 -2.35113 3.29034 1.23
C 0.92919 1.55044 -1.72413 -0.20
C -0.42757 -1.54622 1.92400 0.14
C -1.34654 -0.86911 1.01553 -0.51
C 0.44883 -2.06569 2.54667 -0.57
C 0.39063 0.86572 0.50801 -0.20
C 1.10151 1.67606 -0.33973 -0.21
C 0.26856 0.43008 -2.20609 -0.22
C -0.52721 -0.28455 -1.32748 -0.21
C -0.49983 -0.06772 0.03133 -0.02
H -2.11281 -0.21669 1.66707 0.26
H -1.15089 -1.15871 -1.54308 0.21
H -2.00964 -1.54490 0.40511 0.25
H 2.07120 -3.02600 4.50154 -0.18
H 0.20143 0.38481 -3.25873 0.22
H 1.61625 2.19861 -2.37234 0.22
H 1.76262 2.57139 -0.11907 0.23
H 0.51180 0.81847 1.62156 0.23
```

Record 6
Entry from OMol25: a single C24H24N4O4 molecule in a non-equilibrium geometry (ωB97M-V/def2-TZVPD).

The calculation puts the HOMO-LUMO gap at 8.7 eV. The calculation puts the maximum force at 1.26 eV Å⁻¹. Its SMILES is CC(C)Oc1ccc(-c2nc(-c3cccc4c3CC[C@H]4NCCC(=O)O)no2)cc1C#N. The value obtained for the LUMO energy is -0.053 eV. The HOMO energy comes out at -8.775 eV. As for the energy above the lowest of the compared OMol25 structures with the same formula, charge and spin: 231.1 kJ/mol.

```
56
Properties=species:S:1:pos:R:3:nbo_charge:R:1
O 8.92761 -1.47679 -1.67978 -0.59
O -1.30238 2.90853 -0.14032 -0.27
O 8.27047 0.45916 -0.78824 -0.70
O -6.52388 -0.80943 -0.10501 -0.50
N -0.36166 0.96623 0.25812 -0.50
N 4.60004 -1.76918 -0.13649 -0.62
N 0.03240 3.13590 -0.03434 -0.15
N -4.46883 -3.46198 0.48750 -0.29
C -7.91165 0.08089 -1.88810 -0.64
C 0.57032 1.96240 0.20297 0.31
C -4.36161 -2.33195 0.33116 0.28
C -5.18820 1.22583 -0.28615 -0.33
C 5.75155 -1.28556 -0.84715 -0.21
C 7.10447 -1.46538 -0.10375 -0.54
C 3.90422 0.35696 0.82476 -0.06
C -8.84894 -1.07231 0.14774 -0.61
C -1.48445 1.59004 0.04332 0.51
C -4.21103 -0.93879 0.13876 -0.25
C -5.35965 -0.14671 -0.09886 0.46
C 4.22319 2.68432 0.40904 -0.22
C 4.75878 1.43363 0.69938 -0.19
C 2.86377 2.84451 0.24279 -0.16
C 4.24189 -1.08671 1.10412 -0.06
C -2.80232 1.00452 -0.00495 -0.10
C -3.93044 1.79109 -0.23705 -0.13
C 8.20200 -0.87434 -0.93492 0.79
C 1.99327 1.75701 0.37815 -0.13
C 1.82772 -0.79163 0.91510 -0.45
C 2.89924 -1.64416 1.60791 -0.39
C -2.94965 -0.36676 0.18304 -0.10
C 2.52662 0.50970 0.68187 0.12
C -7.75800 -0.15138 -0.38618 0.10
H -8.71790 -1.22756 1.21520 0.22
H 7.29998 -2.52654 0.05300 0.23
H 2.83592 -1.50925 2.68858 0.21
H 4.87951 3.53615 0.31210 0.22
H -9.82670 -0.63519 -0.03164 0.21
H -7.89532 -0.87449 -2.40696 0.22
H -7.10268 0.69599 -2.27577 0.21
H 5.02858 -1.17856 1.87359 0.17
H -6.03760 1.86458 -0.46841 0.23
H 5.80299 -1.82464 -1.79703 0.21
H -8.85680 0.57674 -2.09032 0.22
H 1.54030 -1.22531 -0.04421 0.23
H 0.92511 -0.67572 1.51163 0.24
H -8.78902 -2.03641 -0.34953 0.22
H -7.79600 0.80536 0.15354 0.17
H 7.06179 -0.94465 0.85263 0.22
H 5.60002 -0.22522 -1.06109 0.21
H 4.68504 -2.76489 0.03999 0.36
H -3.81250 2.85412 -0.38149 0.23
H -2.07765 -0.97632 0.36096 0.25
H 2.79342 -2.70412 1.38413 0.21
H 5.82511 1.32091 0.83035 0.22
H 2.44273 3.81061 0.01294 0.23
H 8.95679 0.82673 -1.36662 0.50
```

Record 7
Entry from OMol25: C13H14BrF3IN2NiO4PS5 as an isolated structure in a non-equilibrium geometry (ωB97M-V/def2-TZVPD).

The calculation puts the HOMO-LUMO gap (spin up / spin down) at 5.2 / 5.3 eV. The calculation puts the maximum force at 3.32 eV Å⁻¹. The value obtained for the LUMO energy (spin up / spin down) is -0.989 / -1.000 eV. The HOMO energy (spin up / spin down) comes out at -6.140 / -6.276 eV. Its multiplicity is 3.

```
45
Properties=species:S:1:pos:R:3:mulliken_spin:R:1
I 9.10399 9.68363 10.45644 0.00
Br 5.60901 9.08450 9.49812 0.00
Ni 10.78028 12.01557 10.35400 1.43
S 11.37422 12.60610 12.35629 0.18
S 14.03935 13.07738 13.56241 0.00
S 15.47054 12.26388 11.10571 -0.01
S 12.85313 11.75029 9.64229 0.30
S 16.94811 12.27074 13.77002 0.01
P 7.94495 13.80986 9.35050 0.01
F 10.89191 9.19170 5.03048 0.00
F 8.91652 9.95786 5.63570 0.00
F 10.34655 11.33426 4.74190 0.00
O 9.15959 13.25237 10.21839 0.02
O 11.59853 9.77612 7.49893 0.00
O 8.18044 15.09155 8.61941 0.00
O 10.42505 11.63464 7.55600 0.02
N 8.27565 12.83053 6.95307 0.00
N 7.61958 14.81488 11.68066 0.00
C 10.25622 10.24951 5.57645 0.00
C 13.75312 12.16433 11.05248 -0.06
C 8.95731 6.93196 6.95847 0.00
C 15.60857 12.53353 12.85966 0.00
C 7.01047 8.19686 8.50825 0.00
C 8.37338 8.33329 8.83577 0.02
C 10.86001 10.56561 6.95269 0.00
C 7.39106 12.53157 8.12850 0.00
C 6.68317 14.23596 10.62138 0.00
C 13.09790 12.54020 12.24285 0.07
C 9.30587 7.80189 7.99334 0.00
C 6.62036 7.27874 7.55201 0.00
C 7.59936 6.66435 6.77236 0.00
H 9.69193 6.53289 6.28403 0.00
H 8.45761 13.83460 6.74068 0.00
H 7.11893 14.81278 12.61437 0.00
H 10.35530 8.11303 8.08951 0.00
H 7.24980 5.95588 5.96550 0.00
H 6.24360 13.29232 11.01361 0.00
H 7.88950 12.40456 6.12680 0.00
H 7.59568 11.46838 8.45919 0.00
H 6.35260 12.81207 7.98908 0.00
H 5.89561 14.91934 10.35706 0.00
H 7.91735 15.73429 11.40445 0.00
H 5.56494 7.15267 7.24993 0.00
H 9.31925 12.27678 7.14897 0.00
H 8.44290 14.18543 11.59435 0.00
```

Record 8
Entry from OMol25: C9H4F6I2NOPSe3TeV as an isolated structure (ωB97M-V/def2-TZVPD).

The calculation puts the HOMO-LUMO gap (spin up / spin down) at 6.1 / 5.8 eV. The calculation puts the maximum force at 0.43 eV Å⁻¹. The value obtained for the LUMO energy (spin up / spin down) is -2.036 / -2.291 eV. The HOMO energy (spin up / spin down) comes out at -8.161 / -8.141 eV. Its multiplicity is 2.

```
29
Properties=species:S:1:pos:R:3:mulliken_spin:R:1
I -3.49347 3.16971 0.67081 0.00
I -2.52388 1.00222 -4.81989 0.00
Te 0.17779 -2.92987 4.44274 0.02
Se -0.74717 -0.87998 5.55430 0.07
Se -0.79272 -2.43906 2.18514 -0.06
Se -0.01233 0.71222 4.06619 0.20
V 0.06708 -0.23607 1.86143 0.82
P 3.02459 0.51611 1.33403 0.00
F 3.76337 1.85422 0.99663 0.00
F 3.08919 0.76963 2.89541 0.00
F 1.50472 1.29102 1.33787 0.00
F 2.76596 0.18384 -0.20240 0.00
F 2.00301 -0.87405 1.69934 0.00
F 4.28502 -0.41987 1.37102 0.00
O -1.27168 0.88398 1.27806 -0.04
N -0.02933 -0.74909 -0.24847 -0.01
C -2.48811 1.83707 -0.55447 0.00
C 0.48186 -1.74668 -2.33994 0.00
C 0.64429 -1.63053 -0.95083 0.01
C -2.73695 1.82031 -1.94731 0.00
C -1.57901 0.96693 -0.01636 -0.01
C -0.39885 -0.92568 -2.99112 0.01
C -1.14097 0.02893 -2.26291 0.00
C -0.90911 0.06830 -0.88073 0.00
C -2.09174 0.95020 -2.78126 0.00
H 1.06130 -2.48219 -2.87842 0.00
H -3.45815 2.51807 -2.34935 0.00
H -0.53264 -1.00115 -4.06211 0.00
H 1.33795 -2.25855 -0.40739 0.00
```